Entry from the Open Molecules 2025 dataset: C39H89LiN2O21 as an isolated structure in a non-equilibrium geometry (wB97M-V/def2-TZVPD).

Structure (XYZ):
```
152
Properties=species:S:1:pos:R:3:forces:R:3:lowdin_charge:R:1
Li 2.1202 -0.2138 -1.0524 0.2 0.2 0.3 0.61
N 0.4454 -0.1171 0.8233 -1.3 0.0 2.1 -0.59
O 0.4433 -0.9546 -0.0826 -0.4 -1.4 -1.0 -0.07
O -0.3644 -0.1651 1.7942 0.6 -0.3 -1.3 -0.04
O 1.2877 0.7626 0.7658 1.4 1.6 0.1 -0.02
C -3.3409 -1.6794 0.2105 0.8 -0.7 1.1 0.04
N -4.2017 -0.5437 -0.2513 -0.3 -1.4 -0.5 -0.42
O -4.0803 -0.2233 -1.4276 0.1 0.1 0.6 0.04
O -4.9749 -0.0412 0.5326 0.2 0.3 0.1 0.07
H -3.1382 -2.4557 -0.5272 0.3 1.0 -0.6 0.09
H -3.6268 -2.3154 1.0483 -1.5 0.7 0.2 0.08
H -2.4832 -1.2156 0.6977 0.6 0.1 -0.8 0.08
C 4.2743 2.2934 -0.8679 -0.5 0.9 1.7 -0.10
O 3.7418 1.2057 -1.5147 -0.1 -1.1 -1.4 -0.24
C 3.4298 1.4876 -2.8966 -0.3 -1.4 0.2 -0.14
C 1.9965 1.9907 -2.9526 2.2 0.9 0.8 -0.18
O 1.2752 0.9735 -2.3080 -1.8 0.3 -0.9 -0.24
C -0.1366 1.2160 -2.3301 -0.5 -0.3 1.2 -0.05
H 4.5344 1.9865 0.1451 0.7 -0.3 -0.2 0.08
H 3.4844 3.0038 -0.6239 0.0 0.7 -0.5 0.09
H 5.1020 2.7400 -1.4189 0.1 0.1 0.2 0.10
H 3.4443 0.4839 -3.3213 0.3 0.1 -0.5 0.12
H 4.1937 2.1381 -3.3226 -0.2 0.1 -0.1 0.14
H 1.6572 2.3083 -3.9386 -0.2 -0.5 -0.1 0.12
H 2.0981 2.8965 -2.3549 -1.0 0.3 0.2 0.11
H -0.6643 0.3096 -2.0334 0.3 -0.4 -0.6 0.08
H -0.5353 1.6299 -3.2563 0.4 -0.2 -0.3 0.10
H -0.4640 1.8558 -1.5106 0.5 0.7 0.0 0.08
C 1.1581 -1.7896 4.8068 0.6 0.4 0.5 -0.11
O 1.6876 -2.9226 4.1595 -0.1 -1.0 -0.9 -0.19
C 2.3227 -2.7615 2.8613 0.4 -0.5 0.7 -0.11
C 2.9874 -4.1086 2.3390 -2.6 0.6 1.0 -0.20
O 4.0982 -4.4468 3.0813 0.2 0.3 1.1 -0.16
C 4.9271 -5.3300 2.4248 1.7 0.1 -0.1 -0.13
H 0.6782 -2.1016 5.7343 0.0 -0.4 -0.1 0.09
H 0.4282 -1.1668 4.2896 0.0 -0.3 -0.7 0.06
H 1.9548 -1.1233 5.1376 0.3 0.2 -0.1 0.08
H 3.0996 -2.0101 3.0023 0.3 0.1 -0.3 0.12
H 1.5892 -2.3830 2.1493 -0.1 -0.1 -0.2 0.10
H 3.1422 -4.1470 1.2608 0.4 0.8 -0.3 0.11
H 2.2593 -4.9105 2.4613 -0.4 0.0 0.2 0.11
H 4.5248 -6.2666 2.0389 -0.7 0.1 -0.1 0.09
H 5.7289 -5.6318 3.0987 -0.1 0.1 0.3 0.09
H 5.4176 -4.7384 1.6518 0.2 -0.4 -0.7 0.08
C 5.6343 -1.0655 0.5253 0.0 0.2 0.1 -0.09
O 4.4708 -1.4697 -0.1461 -1.3 -1.4 -0.2 -0.21
C 4.6950 -2.0539 -1.4279 0.8 0.3 -0.1 -0.18
C 3.4555 -2.6908 -2.0816 1.6 0.9 2.2 -0.20
O 2.6138 -1.6590 -2.4351 -1.9 1.1 -1.0 -0.25
C 1.4386 -2.1267 -3.1555 0.6 -0.1 0.0 -0.03
H 5.8872 -0.0696 0.1615 0.3 0.2 0.3 0.08
H 6.4947 -1.7228 0.3993 0.0 -0.3 -0.4 0.09
H 5.4277 -1.0862 1.5953 -0.2 0.4 0.0 0.09
H 5.4368 -2.8485 -1.3472 0.2 -0.1 0.1 0.12
H 5.1313 -1.2332 -1.9972 0.0 -0.2 -0.8 0.13
H 3.0319 -3.2169 -1.2262 -0.4 -0.8 -0.3 0.12
H 3.7685 -3.3367 -2.9020 -0.2 0.0 -0.1 0.14
H 1.7049 -2.3029 -4.1976 0.2 -0.4 0.0 0.10
H 0.6165 -1.4142 -3.2235 0.4 0.2 0.7 0.07
H 1.1262 -3.0473 -2.6625 -0.4 0.0 -0.2 0.09
C -6.4539 4.8713 0.1910 0.3 0.1 -0.9 -0.11
O -5.0918 4.7527 -0.0856 1.4 1.0 0.6 -0.18
C -4.7502 3.4313 -0.3692 0.0 0.0 -1.1 -0.23
C -3.2749 3.2637 -0.6819 0.2 -0.3 0.6 -0.21
O -2.4738 3.6191 0.4200 1.1 -1.3 1.5 -0.20
C -2.2836 2.5507 1.4493 -0.9 0.8 -1.6 -0.02
H -6.7072 5.8873 0.4940 0.3 -0.1 0.5 0.09
H -6.6770 4.0970 0.9249 -0.9 0.2 0.0 0.09
H -6.9180 4.7643 -0.7895 -1.0 -0.6 0.2 0.09
H -5.3201 3.1498 -1.2547 -0.1 -0.5 -0.3 0.13
H -5.0552 2.7664 0.4388 0.1 -0.2 0.2 0.11
H -2.8722 3.8066 -1.5370 -0.5 0.7 0.0 0.12
H -3.0886 2.2340 -0.9872 -0.2 -0.5 0.2 0.10
H -2.2159 1.5590 1.0021 0.1 0.0 -0.4 0.06
H -3.1812 2.5245 2.0672 0.2 0.2 0.4 0.09
H -1.3491 2.6933 1.9920 -0.3 0.5 0.0 0.06
C -1.6429 1.7905 -6.6161 0.4 -0.3 0.4 -0.09
O -1.8846 0.4183 -6.2885 0.3 0.4 0.1 -0.19
C -0.8077 -0.4650 -6.5954 -1.1 -0.9 -0.3 -0.18
C -1.1557 -1.9047 -6.1690 1.0 0.0 -0.1 -0.21
O -1.1388 -2.0609 -4.7922 0.2 -0.2 0.3 -0.22
C -2.2711 -1.5966 -4.1241 0.4 0.5 1.0 -0.10
H -2.1843 2.1174 -7.5039 0.0 -0.2 -0.1 0.09
H -0.5757 1.9763 -6.7371 0.1 -0.1 -0.3 0.07
H -1.9216 2.4383 -5.7850 -0.4 -0.2 0.1 0.07
H 0.1160 -0.2393 -6.0625 0.1 0.5 0.0 0.12
H -0.6563 -0.4642 -7.6748 0.3 0.1 -0.2 0.12
H -0.3275 -2.5672 -6.4206 0.2 0.2 -0.9 0.13
H -2.0473 -2.3659 -6.5940 -0.4 0.5 -0.3 0.13
H -2.2795 -0.5081 -4.0671 -0.2 0.1 -0.1 0.08
H -2.0693 -1.9576 -3.1156 -0.9 -0.1 0.2 0.09
H -3.1904 -1.9423 -4.5968 -0.2 -0.2 0.3 0.10
C 0.1246 -4.5098 -0.0547 0.3 0.3 -1.7 -0.12
O 0.2691 -5.1214 1.1681 0.3 -1.2 0.5 -0.17
C -0.5459 -4.5888 2.1493 -1.7 0.4 1.0 -0.20
C -1.9872 -5.1778 2.2133 -0.3 -1.1 -1.5 -0.15
O -2.8057 -4.7012 1.1264 -1.2 0.7 -1.0 -0.24
C -3.9758 -5.5244 0.8098 1.0 -0.5 1.7 -0.07
H 0.5033 -3.4883 -0.0902 -0.2 0.4 0.4 0.07
H -0.8995 -4.5186 -0.4276 -0.1 0.0 0.0 0.09
H 0.7597 -5.0367 -0.7669 -0.1 -0.3 0.0 0.09
H -0.5711 -3.5093 2.0004 -0.3 0.3 0.2 0.12
H -0.1068 -4.7750 3.1294 0.2 0.0 0.0 0.13
H -2.5210 -5.1409 3.1629 0.2 0.8 0.3 0.11
H -1.9433 -6.2503 2.0234 0.7 -0.4 0.1 0.11
H -4.5736 -5.6065 1.7176 0.0 -0.3 0.3 0.08
H -3.6339 -6.5182 0.5206 0.1 -0.2 0.1 0.08
H -4.7248 -5.2438 0.0693 0.9 1.2 -0.4 0.08
C 0.5335 4.3834 0.0452 -1.4 1.0 -0.8 -0.05
O 0.9887 4.8777 -1.2582 1.1 -1.4 1.0 -0.19
C 0.0258 5.2273 -2.2231 0.0 0.0 0.2 -0.21
C 0.7286 5.7755 -3.4756 -0.2 -1.2 0.1 -0.12
O 1.3534 4.6994 -4.2763 0.5 0.6 1.6 -0.20
C 0.7258 4.3604 -5.4683 -0.7 1.6 -1.1 -0.15
H -0.3244 5.0146 0.2771 0.0 0.2 0.6 0.08
H 1.2686 4.4131 0.8495 0.5 0.6 -0.6 0.08
H 0.1012 3.3863 0.1297 0.3 -0.4 -1.0 0.05
H -0.6185 5.9824 -1.7727 -0.2 0.5 -0.2 0.13
H -0.6468 4.4144 -2.4966 0.1 -0.5 0.0 0.11
H 1.4649 6.4924 -3.1124 0.5 -0.3 -0.4 0.13
H 0.0026 6.3420 -4.0588 -0.1 -0.2 -0.3 0.12
H 1.2426 3.7202 -6.1832 0.6 -0.9 1.1 0.09
H 0.7553 5.2388 -6.1130 -0.8 0.6 -0.1 0.09
H -0.3042 4.0339 -5.3249 -0.1 -0.1 -0.1 0.07
C 3.4144 4.3253 4.7883 -0.4 1.7 0.6 -0.14
O 4.0378 3.4769 3.8824 0.5 -1.2 -1.0 -0.17
C 3.1524 2.5969 3.1798 -1.6 0.3 2.1 -0.16
C 2.4937 1.5969 4.1637 -1.2 -0.5 0.2 -0.15
O 1.3360 2.0223 4.9615 1.2 0.0 0.0 -0.22
C 0.1814 2.3568 4.2395 0.3 0.5 -0.1 -0.12
H 2.9313 5.1782 4.3115 -0.2 0.2 -0.7 0.08
H 4.1683 4.8191 5.4015 0.3 -0.4 0.1 0.09
H 2.6247 3.9639 5.4470 0.3 -0.9 -0.1 0.09
H 3.5522 2.0478 2.3273 0.8 0.3 0.4 0.11
H 2.3245 3.1882 2.7887 -0.1 0.2 -0.4 0.10
H 3.1524 1.2057 4.9390 0.4 0.3 -0.2 0.13
H 2.1392 0.7246 3.6146 0.1 -0.1 -0.4 0.09
H -0.6162 2.6118 4.9372 0.0 -0.5 0.2 0.09
H -0.0966 1.5601 3.5495 -0.2 0.0 -0.1 0.06
H 0.3444 3.3027 3.7230 0.0 0.1 -0.6 0.07
C -3.7668 -0.9694 3.7124 -2.4 0.1 -0.1 -0.09
C -2.6562 -1.6985 4.0090 0.4 0.7 -0.3 -0.11
C -2.7574 -2.7454 4.8774 0.3 -1.7 0.9 -0.12
C -3.9513 -3.1863 5.4305 -1.3 1.7 -0.8 -0.07
C -5.1426 -2.4546 5.0870 1.4 0.8 0.1 -0.07
C -5.0513 -1.3378 4.2235 1.8 -0.8 0.4 -0.06
H -3.6985 -0.1086 3.0638 0.0 0.1 -0.1 0.09
H -1.7111 -1.3897 3.5872 0.2 -0.1 0.0 0.08
H -1.8594 -3.2697 5.1691 0.2 -0.1 0.0 0.10
H -3.9489 -4.0002 6.1404 -0.2 0.0 0.0 0.09
H -6.0622 -2.5583 5.6438 -0.2 -0.6 -0.2 0.09
H -5.9054 -0.7241 3.9783 -0.1 -0.1 0.1 0.09
```
Positions in Å, forces in eV/Å.

As for the molar mass: 929.08 Da. Its calculated total energy is -3235.87739 hartree. The strongest force on any atom comes out at 2.84 eV/Å. The HOMO energy comes out at -8.80 eV. As for the spin multiplicity: 1.